## a
8
Properties=species:S:1:pos:R:3 method="wB97M-V/def2-TZVPD" e_lumo_ev=0.26 molar_mass_g_mol=114.046 homo_ev=-9.86 smiles="O=[P@@H](P)S" charge=0 orbital_gap_ha=0.3718
O -0.809 1.332 -0.167
P 1.392 -0.436 0.952
P -0.408 -0.096 -0.198
S -2.241 -0.775 0.370
H -2.200 0.586 -0.018
H 1.912 0.720 0.454
H 2.222 -1.066 0.005
H 0.133 -0.265 -1.399


## b
8
Properties=species:S:1:pos:R:3 method="wB97M-V/def2-TZVPD" e_lumo_ev=0.07 molar_mass_g_mol=114.046 homo_ev=-8.53 smiles="O[P@@H](P)=S" charge=0 orbital_gap_ha=0.3160
O 0.641 -0.626 1.237
P -0.548 1.670 -0.324
P -0.389 -0.496 -0.038
S 0.036 -1.460 -2.080
H 1.270 -1.393 1.206
H 0.276 1.399 -1.335
H 0.297 1.784 0.721
H -1.583 -0.878 0.614


Energy relative to the most stable one, in hartree: a 0.0136; b 0.0000


## a
16
Properties=species:S:1:pos:R:3 method="wB97M-V/def2-TZVPD" e_lumo_ev=1.00 molar_mass_g_mol=102.202 homo_ev=-8.42 smiles=C[C@H]1C[C@H](C)S1 charge=0 orbital_gap_ha=0.3460
C 2.326 0.096 -0.052
C 0.866 0.215 -0.292
C -0.025 -0.762 0.447
C -1.091 0.283 0.589
C -2.199 0.034 -0.369
H 2.838 -0.882 -0.227
H 2.613 0.352 0.964
H 2.758 0.858 -0.767
H 0.599 0.076 -1.353
H 0.349 -1.113 1.407
H -0.344 -1.568 -0.207
H -1.312 0.519 1.603
H -1.783 -0.280 -1.310
H -2.923 -0.605 0.001
H -2.656 1.030 -0.581
S -0.018 1.749 0.148


## b
16
Properties=species:S:1:pos:R:3 method="wB97M-V/def2-TZVPD" e_lumo_ev=0.87 molar_mass_g_mol=102.202 homo_ev=-7.05 charge=0 orbital_gap_ha=0.2913
C -0.252 -1.575 0.216
C -0.113 0.909 0.916
C -1.329 -0.799 -0.454
C -1.495 0.429 0.466
C 2.184 0.324 -0.645
S 1.039 -0.607 0.611
H -0.015 -2.591 -0.040
H 0.251 1.677 0.238
H -1.069 -0.484 -1.474
H -2.249 -1.383 -0.514
H -2.090 0.132 1.328
H -2.021 1.226 -0.061
H 3.167 -0.055 -0.390
H 1.926 0.054 -1.660
H 2.156 1.396 -0.499
H -0.089 1.347 1.962


## c
16
Properties=species:S:1:pos:R:3 method="wB97M-V/def2-TZVPD" e_lumo_ev=0.92 molar_mass_g_mol=102.202 homo_ev=-8.92 smiles=CC1(C)C[C@@H]1S charge=0 orbital_gap_ha=0.3616
C -1.582 -0.370 -0.788
C -0.266 0.068 -0.019
C -0.254 1.548 0.223
C 0.309 -0.869 0.975
C 1.012 -0.615 -0.367
H -2.391 -0.331 -0.090
H -1.568 -1.372 -1.130
H -1.853 0.323 -1.609
H 0.504 1.779 1.010
H -1.283 1.828 0.557
H -0.101 2.137 -0.682
H 0.676 -0.392 1.898
H 0.009 -1.896 0.971
H 0.997 -1.443 -1.063
H 3.184 -0.594 0.530
S 2.610 0.201 -0.415


Energy relative to the most stable one, in hartree: a 0.0023; b 0.0597; c 0.0000


## a
25
Properties=species:S:1:pos:R:3 method="wB97M-V/def2-TZVPD" e_lumo_ev=-3.59 molar_mass_g_mol=176.261 homo_ev=-13.11 charge=+1 orbital_gap_ha=0.3500
C 1.879 -0.881 -0.077
C 2.826 0.100 -0.638
C 2.072 1.433 -0.381
C 0.584 1.154 -0.592
C 0.247 0.218 1.586
C -3.582 -1.092 -0.402
C -0.759 -0.943 -0.309
N 0.409 -0.132 0.104
O 1.948 -1.981 0.339
O -2.453 0.971 0.770
S -2.400 0.235 -0.508
H 3.853 0.172 0.052
H 2.991 -0.247 -1.687
H 2.271 1.614 0.694
H 2.371 2.256 -1.023
H -0.033 1.816 -0.115
H 0.408 1.009 -1.749
H -0.667 0.804 1.791
H 0.154 -0.643 2.259
H 1.049 0.793 1.989
H -4.377 -0.497 -0.508
H -3.658 -1.564 0.509
H -3.333 -1.620 -1.320
H -0.635 -1.476 -1.238
H -1.163 -1.500 0.454


## b
25
Properties=species:S:1:pos:R:3 method="wB97M-V/def2-TZVPD" e_lumo_ev=-4.29 molar_mass_g_mol=176.261 homo_ev=-13.12 charge=+1 orbital_gap_ha=0.3246
C -1.878 0.393 1.190
C -1.860 0.279 -1.162
C -0.130 -0.918 0.033
C -3.370 0.348 1.257
C -3.369 0.002 -1.153
C 1.876 0.082 0.184
C 5.747 0.163 -0.142
N -1.269 -0.297 0.077
O -3.876 0.700 -0.036
O 4.477 0.450 0.319
S 3.289 -0.358 -0.435
H -1.490 1.419 1.104
H -1.415 -0.258 1.999
H -1.237 -0.311 -1.832
H -1.750 1.385 -1.029
H 0.197 -1.253 -0.981
H 0.107 -1.555 0.887
H -3.909 -0.517 1.613
H -3.659 1.110 1.976
H -3.821 0.572 -2.036
H -3.716 -1.031 -1.264
H 1.647 0.826 0.920
H 5.893 -0.881 -0.333
H 6.540 0.475 0.499
H 5.997 0.584 -1.069


Energy relative to the most stable one, in hartree: a 0.0000; b 0.0856


## a
11
Properties=species:S:1:pos:R:3 method="wB97M-V/def2-TZVPD" e_lumo_ev=-0.17 molar_mass_g_mol=100.057 homo_ev=-8.83 charge=0 orbital_gap_ha=0.3184
C -0.307 -1.564 0.040
C -0.428 1.436 0.211
C 0.941 0.701 0.107
C 0.855 -0.893 0.097
O -2.960 -0.020 0.091
P -1.463 0.072 -0.086
H -0.608 2.254 -0.485
H 1.362 1.124 -0.885
H 1.592 0.954 0.959
H 1.736 -1.502 0.190
H -0.721 -2.562 -0.239


## b
11
Properties=species:S:1:pos:R:3 method="wB97M-V/def2-TZVPD" e_lumo_ev=-1.79 molar_mass_g_mol=100.057 homo_ev=-9.09 smiles="O=C=C=P.C=C" charge=0 orbital_gap_ha=0.2681
C -1.988 1.181 1.579
C -0.740 1.511 1.354
C -0.035 -1.149 -0.790
C 0.542 -0.763 0.309
O -2.878 0.614 2.081
P 0.031 2.768 0.444
H -0.648 -2.149 -0.942
H 0.346 -0.715 -1.772
H 1.244 0.077 0.292
H 0.227 -0.926 1.357
H 1.344 2.521 0.855


Energy relative to the most stable one, in hartree: a 0.0000; b 0.0622


## a
13
Properties=species:S:1:pos:R:3 method="wB97M-V/def2-TZVPD" e_lumo_ev=-0.49 molar_mass_g_mol=92.167 homo_ev=-5.62 charge=0 orbital_gap_ha=0.1884
C 1.040 -1.981 2.594
S 0.504 -0.768 1.411
H 1.272 -1.489 3.550
H 0.152 -2.569 2.823
H 1.920 -2.582 2.342
N 0.354 0.853 -2.076
C -0.664 1.617 -1.797
N -1.630 1.113 -1.058
H 0.619 -0.040 -1.657
H 1.074 1.238 -2.672
H -0.773 2.596 -2.248
H -2.471 1.613 -0.845
H -1.397 0.399 -0.368


## b
13
Properties=species:S:1:pos:R:3 method="wB97M-V/def2-TZVPD" e_lumo_ev=0.87 molar_mass_g_mol=92.167 homo_ev=-8.85 smiles=CNN(C)S charge=0 orbital_gap_ha=0.3573
C 1.442 -1.180 0.035
C -0.976 1.648 -0.021
N 0.853 0.004 -0.439
N -0.628 0.318 0.366
S -1.755 -0.880 -0.095
H 1.560 -1.145 1.086
H 0.984 -2.067 -0.142
H 2.395 -1.366 -0.297
H -0.776 1.882 -1.049
H -1.936 1.748 0.249
H -0.322 2.453 0.586
H 0.744 -0.057 -1.413
H -1.585 -1.357 1.134


Energy relative to the most stable one, in hartree: a 0.0000; b 0.0495


## a
20
Properties=species:S:1:pos:R:3 method="wB97M-V/def2-TZVPD" e_lumo_ev=0.53 molar_mass_g_mol=142.158 homo_ev=-9.52 smiles="C[C@H]1N[C@]1(C)C(=O)/N=C/O" charge=0 orbital_gap_ha=0.3695
C -2.478 -0.605 -0.726
C -1.398 0.439 -0.674
N -1.439 1.452 0.365
C -0.351 0.482 0.404
C -0.323 -0.510 1.543
C 0.981 0.987 -0.082
O 1.289 2.163 0.015
C 2.918 -0.211 -0.208
N 1.766 0.000 -0.695
H -2.901 -0.803 0.266
H -3.291 -0.266 -1.383
H -2.080 -1.546 -1.134
H -1.052 0.782 -1.655
H -1.090 2.341 0.010
H -1.283 -0.510 2.072
H -0.124 -1.525 1.175
H 0.464 -0.246 2.263
O 3.863 -0.868 -0.848
H 3.485 -1.345 -1.603
H 3.044 -0.211 0.895


## b
20
Properties=species:S:1:pos:R:3 method="wB97M-V/def2-TZVPD" e_lumo_ev=0.78 molar_mass_g_mol=142.158 homo_ev=-9.15 smiles="[H]/N=C(/O)[C@H]1OC[C@H]2CN[C@H]21" charge=0 orbital_gap_ha=0.3650
N -1.727 1.719 1.757
C -1.653 1.324 0.524
C -1.155 -0.027 0.076
O -0.974 -0.051 -1.320
C -0.145 -1.168 -1.621
C 0.845 -1.285 -0.466
C 2.007 -0.270 -0.426
N 1.253 0.577 0.524
C 0.203 -0.441 0.664
H -1.912 -0.773 0.384
H -0.759 -2.082 -1.688
H 0.326 -0.986 -2.595
H 1.107 -2.322 -0.234
H 2.931 -0.695 -0.008
H 2.240 0.228 -1.379
H 1.745 0.792 1.384
H 0.108 -0.893 1.660
O -1.397 2.358 -0.251
H -1.801 0.934 2.399
H -1.243 3.060 0.618


## c
20
Properties=species:S:1:pos:R:3 method="wB97M-V/def2-TZVPD" e_lumo_ev=0.68 molar_mass_g_mol=142.158 homo_ev=-9.26 smiles="CC1(C)N=C[C@H](C(=O)O)N1" charge=0 orbital_gap_ha=0.3650
C 0.119 -0.672 1.855
C 2.439 -0.054 0.753
C -0.785 1.580 -0.526
C -1.830 -0.690 -1.175
C 1.184 -0.913 0.709
C -0.786 0.057 -0.426
N -0.936 -0.219 1.298
N 0.508 -0.554 -0.601
O 3.418 -0.312 1.358
O 2.223 1.152 0.229
H -1.849 1.993 -0.359
H -0.136 2.063 0.196
H -0.679 1.809 -1.644
H -2.648 -0.960 -0.374
H -1.568 -1.627 -1.513
H -2.241 -0.032 -1.956
H 0.211 -0.708 2.899
H 1.582 -1.866 0.905
H 1.314 1.258 -0.248
H 0.459 -1.307 -1.382


Energy relative to the most stable one, in hartree: a 0.0000; b 0.0383; c 0.0360


## a
6
Properties=species:S:1:pos:R:3 method="wB97M-V/def2-TZVPD" e_lumo_ev="-3.33 / -3.88" molar_mass_g_mol=113.440 homo_ev="-11.28 / -10.85" charge=0 orbital_gap_ha="0.2924 / 0.2560"
N 0.185 0.761 0.147
O -0.332 1.074 1.202
O 0.364 1.453 -0.835
P 0.812 -0.877 -0.034
Cl -1.657 -1.246 -1.783
H 0.629 -1.166 1.303


## b
6
Properties=species:S:1:pos:R:3 method="wB97M-V/def2-TZVPD" e_lumo_ev="-1.46 / -1.46" molar_mass_g_mol=113.440 homo_ev="-10.74 / -10.74" smiles="O=[N+]([O-])PCl" charge=0 orbital_gap_ha="0.3411 / 0.3412"
N -0.700 -1.673 0.052
O -1.555 -2.434 -0.364
O 0.679 -2.021 -0.014
P -0.704 0.032 0.627
Cl -2.568 0.711 0.029
H 0.014 0.682 -0.502


Energy relative to the most stable one, in hartree: a 0.0749; b 0.0000


## a
12
Properties=species:S:1:pos:R:3 method="wB97M-V/def2-TZVPD" e_lumo_ev=-0.77 molar_mass_g_mol=98.170 homo_ev=-8.81 charge=0 orbital_gap_ha=0.2956
C -0.863 -0.452 3.306
C -0.512 -0.113 2.070
C -0.828 0.073 0.622
C 0.084 -0.371 -0.352
C 1.525 0.301 -0.751
H -1.987 -0.482 4.486
H -1.908 -0.245 0.500
H -1.052 1.124 0.605
H 0.123 -1.392 -0.673
H 1.799 1.453 -0.588
H 2.296 -0.509 -0.766
S 0.269 0.214 -2.058


## b
12
Properties=species:S:1:pos:R:3 method="wB97M-V/def2-TZVPD" e_lumo_ev=0.14 molar_mass_g_mol=98.170 homo_ev=-9.18 charge=0 orbital_gap_ha=0.3423
C 0.410 -0.441 0.393
C -0.968 -0.225 -0.419
C -2.169 -0.229 0.091
C 1.024 0.836 0.087
C 1.740 1.845 0.000
H 2.480 -1.007 -0.721
H 0.124 -0.579 1.540
H -0.608 -0.393 -1.476
H -2.958 0.058 -0.467
H -2.306 -0.782 1.110
H 1.965 2.907 -0.114
S 1.266 -1.991 -0.026


## c
12
Properties=species:S:1:pos:R:3 method="wB97M-V/def2-TZVPD" e_lumo_ev=0.78 molar_mass_g_mol=98.170 homo_ev=-8.67 smiles="C#CCSC=C" charge=0 orbital_gap_ha=0.3474
C 2.868 -0.177 -0.205
C 1.703 -0.233 0.505
C -1.048 0.593 -0.289
C -2.347 -0.094 -0.146
C -3.415 -0.555 0.138
H 3.704 0.376 0.294
H 2.980 -0.456 -1.286
H 1.572 -0.059 1.594
H -0.918 1.302 0.523
H -0.973 1.097 -1.219
H -4.390 -0.973 0.347
S 0.263 -0.821 -0.256


Energy relative to the most stable one, in hartree: a 0.1563; b 0.0740; c 0.0000